A cluster of 2 separate species, C4H8ClN4 in total at a distorted geometry. Source: the Open Molecules 2025 dataset; level of theory: ωB97M-V/def2-TZVPD.

Last columns: bonded neighbours and bond lengths (Å).
Element x y z (Å)
1 C -0.269 -1.158 1.440  C2 1.366, C3 1.472, H10 1.143
2 C -1.527 -0.626 1.433  C1 1.366, N5 1.407, H11 1.099
3 C 0.496 -1.071 0.184  C1 1.472, N6 1.311, N7 1.312
4 C -1.055 0.228 -0.861  N5 1.396, N6 1.319, Cl9 1.648
5 N -1.840 0.133 0.290  C2 1.407, C4 1.396, H12 1.027
6 N 0.122 -0.366 -0.856  C3 1.311, C4 1.319
7 N 1.561 -1.815 0.002  C3 1.312, H14 1.069, H15 0.983
8 N 1.082 2.081 -1.139  H13 1.146, H16 1.262, H17 1.151
9 Cl -1.787 0.976 -2.134  C4 1.648
10 H 0.265 -1.685 2.302  C1 1.143
11 H -2.254 -0.782 2.243  C2 1.099
12 H -2.780 0.545 0.240  N5 1.027
13 H 1.228 2.496 -2.197  N8 1.146
14 H 1.955 -2.290 0.875  N7 1.069
15 H 2.284 -1.707 -0.655  N7 0.983
16 H 0.368 2.850 -0.438  N8 1.262
17 H 2.151 2.190 -0.728  N8 1.151

Properties
- calculated total energy (Ha) = -835.9955
- <S²> = 2.014
- total charge = +1
- HOMO (spin up / spin down) (eV) = -9.920 / -12.924
- relative energy (zero: lowest compared OMol25 entry of this formula, charge and spin) (kcal per mole) = 56.2
- multiplicity = 3

The molecule C4H8ClNO2 at a distorted geometry. Source: the Open Molecules 2025 dataset; level of theory: ωB97M-V/def2-TZVPD.

Last columns: bonded neighbours and bond lengths (Å).
Element x y z (Å)
1 C 1.610 1.359 0.146  C4 1.574, O6 1.364, Cl8 2.031, H9 1.031
2 C -0.956 -0.856 -0.815  C3 1.500, H10 1.039, H11 1.011, H12 1.164
3 C 0.070 -0.786 0.276  C2 1.500, C4 1.493, O7 1.444, H13 1.160
4 C 0.252 0.671 0.545  C1 1.574, C3 1.493, N5 1.287
5 N -0.536 1.570 1.023  C4 1.287, H14 0.986
6 O 1.364 2.659 -0.186  C1 1.364, H15 0.947
7 O 1.314 -1.427 -0.082  C3 1.444, H16 0.925
8 Cl 3.263 1.407 1.324  C1 2.031
9 H 2.160 0.917 -0.606  C1 1.031
10 H -0.955 -1.876 -1.013  C2 1.039
11 H -0.649 -0.399 -1.664  C2 1.011
12 H -1.976 -0.555 -0.342  C2 1.164
13 H -0.253 -1.359 1.232  C3 1.160
14 H -1.339 1.364 1.557  N5 0.986
15 H 0.488 2.769 0.156  O6 0.947
16 H 2.011 -1.035 0.382  O7 0.925

Properties
- calculated total energy (Ha) = -822.4087
- <S²> = 2.012
- total charge = 0
- HOMO (spin up / spin down) (eV) = -6.406 / -9.622
- relative energy (zero: lowest compared OMol25 entry of this formula, charge and spin) (kcal per mole) = 7.4
- multiplicity = 3